16
Properties=species:S:1:pos:R:3:lowdin_charge:R:1 method="wB97M-V/def2-TZVPD" e_tot_ha=-1045.83533 homo_ev="-3.890 / -9.327" relative_energy_ev=1.702 homo_lumo_gap_ev="4.639 / 6.432" s2=2.00 spin_multiplicity=3
S -1.23 -0.21 -0.16 0.80
S 0.87 1.98 0.11 0.83
O 2.33 1.99 0.20 -0.54
N 0.51 -0.11 1.93 -0.03
C -1.34 -1.95 0.34 -0.39
C 0.46 2.01 -1.68 -0.27
C 0.44 0.17 0.40 -0.78
H -2.30 -2.10 0.81 0.03
H -0.54 -2.13 1.06 0.01
H 1.00 1.22 -2.19 0.05
H -0.09 0.56 2.40 0.05
H 1.19 -0.44 -0.09 0.09
H 1.47 0.04 2.23 0.06
H -1.24 -2.59 -0.54 0.04
H 0.77 2.97 -2.06 0.05
H -0.61 1.87 -1.79 0.01